Formula: C6H11NO
Source: OMol25
Level of theory: ωB97M-V with the def2-TZVPD basis set

* E: -9935.5339 eV
* total charge: 0
* frontier orbital gap: 9.41 eV
* spin multiplicity: 1
* energy relative to the best compared isomer or geometry (same formula, charge and spin): 281.8 kJ/mol
* E_HOMO: -8.6 eV

CARTESIAN COORDINATES (ANGSTROEM)
C: 1.72204 0.16026 -1.03620
C: 1.16400 -1.03622 -1.74814
C: 0.51833 -0.95678 -2.89757
O: 0.05676 -2.06471 -3.56176
H: 2.68341 0.49819 -1.42849
H: 1.04529 1.01621 -1.08337
H: 1.85592 -0.05096 0.02527
H: 1.28532 -1.99691 -1.26669
H: 0.36746 -0.00977 -3.40265
H: -0.60212 -1.79908 -4.20473
C: -0.30262 0.70541 2.63751
C: -1.11895 0.85454 3.67973
C: -1.66688 0.59898 0.80613
N: -0.61129 1.05563 1.31689
H: 0.71418 0.36124 2.80095
H: -2.10733 1.26951 3.55804
H: -0.76577 0.59845 4.66478
H: -1.93723 0.90918 -0.19713
H: -2.30049 -0.11317 1.33744

Cartesian forces (eV/Å) of the 3 atoms listed first:
C -0.071 0.346 0.160
C 0.022 0.116 0.169
C 0.027 -0.099 -0.052

Here are the Löwdin charges for atoms 1 to 6, given in e:
1 C -0.125
2 C -0.155
3 C -0.229
4 O -0.012
5 H 0.069
6 H 0.061